Record 1
Below is the ion C7H5Cl2NP with charge +1, with properties calculated with ωB97M-V with the def2-TZVPD basis set.

Cartesian coordinates (Å):
C 1.612 -1.072 -0.244
C -2.302 0.583 0.253
C -1.425 1.196 -0.669
C -1.871 -0.561 0.875
C -0.135 0.686 -0.847
C -0.602 -1.114 0.691
C 0.291 -0.474 -0.136
N 2.659 -0.335 -0.323
P 3.458 1.006 -0.747
Cl 1.553 -2.816 -0.008
Cl 3.905 1.635 1.036
H -3.195 1.085 0.340
H -1.698 1.959 -1.234
H -2.653 -0.941 1.477
H 0.560 1.177 -1.566
H -0.157 -2.014 1.104

Computed properties:
Charge: +1
Relative energy (zero: lowest compared OMol25 entry of this formula, charge and spin), kcal/mol: 11.0
Maximum force, eV Å⁻¹: 5.149

---

Record 2
Below is a structure of composition C18H14ClCoIN5O9Se, with properties calculated with ωB97M-V with the def2-TZVPD basis set.

Cartesian coordinates (Å):
Co 0.677 -1.853 0.339
O 1.678 -0.676 6.254
C 1.395 -0.974 4.980
C 1.512 -2.268 4.467
C 1.243 -2.478 3.128
N 0.899 -1.479 2.331
C 0.772 -0.242 2.801
C 0.994 0.062 4.127
C 0.435 0.760 1.716
O 0.052 1.893 1.995
O 0.618 0.301 0.545
C 1.359 -3.832 2.399
O 1.744 -4.808 3.005
O 1.060 -3.753 1.162
H 1.986 -1.460 6.728
H 1.825 -3.104 5.072
H 0.882 1.072 4.489
O -2.474 -2.232 -1.852
Cl -1.495 -1.455 -1.222
O -1.537 -1.625 0.201
O -1.644 -0.086 -1.545
O -0.175 -1.884 -1.643
I 5.438 -1.657 -3.616
C 4.049 -2.244 -2.183
C 3.551 -3.514 -1.963
N 2.692 -3.409 -0.944
N 2.592 -2.152 -0.508
C 3.414 -1.425 -1.247
H 3.763 -4.439 -2.459
H 2.157 -4.120 -0.446
H 3.542 -0.373 -1.086
C -0.807 2.035 -3.886
N -1.139 2.418 -2.544
C -0.342 2.249 -1.472
Se 1.365 1.606 -1.502
N -0.976 2.642 -0.363
C -2.254 2.996 -0.697
C -3.328 3.400 0.080
C -4.507 3.681 -0.584
C -4.601 3.599 -1.975
C -3.532 3.205 -2.758
C -2.355 2.881 -2.099
H -0.040 1.258 -3.854
H -0.424 2.890 -4.450
H -1.696 1.638 -4.373
H -0.597 2.498 0.599
H -3.233 3.482 1.151
H -5.376 3.973 -0.016
H -5.539 3.843 -2.450
H -3.626 3.160 -3.830

Computed properties:
Relative energy (zero: lowest compared OMol25 entry of this formula, charge and spin), kcal/mol: 0.0
Spin multiplicity: 5
Maximum force, eV Å⁻¹: 1.556

---

Record 3
Below is a structure of composition C12H26BaFO10, with properties calculated with ωB97M-V with the def2-TZVPD basis set.

Cartesian coordinates (Å):
Ba -0.545 -0.090 0.274
F -1.444 2.269 1.484
C 2.018 2.951 -2.890
C 3.183 3.812 -2.818
C 3.932 3.854 -1.431
O 5.040 4.387 -1.425
C 3.317 3.230 -0.306
C 2.139 2.505 -0.413
C 1.506 2.319 -1.782
O 0.558 1.449 -1.961
O 1.658 1.958 0.640
O 3.636 4.438 -3.760
H 1.612 2.727 -3.867
H 3.760 3.359 0.671
C -0.337 -1.594 -3.312
O -0.961 -1.771 -2.033
H 0.725 -1.838 -3.257
H -0.857 -2.218 -4.047
H -0.455 -0.550 -3.591
H -1.155 -2.690 -1.855
C 1.952 -0.805 3.260
O 0.659 -0.496 2.711
H 2.312 0.080 3.788
H 1.901 -1.675 3.916
H 2.623 -0.945 2.418
H 0.103 -0.276 3.466
C -1.202 -3.278 2.277
O -1.229 -2.690 0.992
H -2.071 -3.872 2.572
H -0.325 -3.928 2.390
H -1.063 -2.480 3.000
H -1.304 -3.388 0.335
C -4.087 -0.792 2.247
O -2.776 -0.283 2.049
H -4.070 -1.812 2.654
H -4.707 -0.157 2.880
H -4.566 -0.864 1.269
H -2.518 0.082 2.904
C -3.729 1.783 -0.916
O -2.921 0.635 -1.066
H -3.239 2.514 -0.263
H -3.894 2.362 -1.832
H -4.667 1.568 -0.389
H -3.430 0.026 -1.612
C 2.691 -1.392 -0.723
O 1.434 -1.839 -0.185
H 2.621 -0.737 -1.591
H 3.270 -0.883 0.049
H 3.269 -2.253 -1.079
H 1.635 -2.712 0.159

Computed properties:
Charge: -1
Relative energy (zero: lowest compared OMol25 entry of this formula, charge and spin), kcal/mol: 51.9
Maximum force, eV Å⁻¹: 3.707

---

Question: What is the relative energy (zero: lowest compared OMol25 entry of this formula, charge and spin) in the first record?
Answer: 11.0 kcal/mol